Entry a
2 unconnected molecules or ions with the total composition CH7N4O. Source: OMol25; level of theory: wB97M-V/def2-TZVPD.

As for the charge: +1. The multiplicity is 1. The molecular weight comes out at 91.1 g mol⁻¹. The frontier orbital gap comes out at 6.89 eV.

XYZ file:
```
13
CH7N4O | OMol25 | wB97M-V/def2-TZVPD
C 1.569 -0.854 0.146
N -1.069 0.258 0.124
N 1.748 -2.093 0.495
N 1.506 0.284 -0.235
N -2.184 1.016 -0.119
O 1.995 1.553 -0.268
H 0.940 -2.510 0.933
H 2.352 -2.729 -0.082
H -1.558 -0.427 0.762
H -1.974 2.039 -0.124
H -3.060 0.964 0.616
H -2.572 0.720 -1.093
H 2.307 1.778 -1.154
```

***

Entry b
A gas-phase ion, CH7N4O (charge +1). Source: OMol25; level of theory: wB97M-V/def2-TZVPD.

As for the charge: +1. The multiplicity is 1. As for the structure (SMILES): [H]/N=N/[C@H](N)O[NH3+]. The molecular weight comes out at 91.1 g mol⁻¹. The frontier orbital gap comes out at 9.94 eV.

XYZ file:
```
13
CH7N4O | OMol25 | wB97M-V/def2-TZVPD
C -0.209 0.516 0.661
N -1.987 -0.505 -0.194
N -1.474 0.631 -0.051
N 0.790 -1.217 -0.438
N 0.854 1.225 -0.014
O 0.211 -0.760 0.816
H -0.418 0.880 1.705
H -2.758 -0.610 -0.738
H 1.530 -1.788 -0.028
H 0.200 -1.680 -1.131
H 1.586 1.460 0.654
H 1.090 -0.218 -0.662
H 0.585 2.065 -0.579
```

***

The winner here is entry b, beating the second structure by 301.0 kJ/mol.

***

Entry a
2 unconnected molecules or ions with the total composition C4H11OP. Source: OMol25; level of theory: wB97M-V/def2-TZVPD.

The multiplicity is 1. The molecular weight comes out at 106.1 g mol⁻¹. The frontier orbital gap (alpha / beta) comes out at 8.82 / 7.39 eV.

XYZ file:
```
17
C4H11OP | OMol25 | wB97M-V/def2-TZVPD
C 0.736 -1.314 0.632
C 2.190 0.463 -0.611
C -3.288 -0.145 -0.377
C 0.791 0.095 -0.148
O -0.150 2.422 -0.123
P -0.100 1.317 1.018
H 1.451 -1.356 1.360
H -0.314 -1.390 1.058
H 0.901 -2.083 -0.234
H 2.695 -0.519 -0.751
H 2.502 1.053 0.237
H 2.065 0.976 -1.569
H -3.774 -0.194 0.508
H -3.010 -0.962 -0.980
H -3.271 0.738 -0.918
H 0.178 -0.004 -1.074
H -0.789 3.042 0.286
```

***

Entry b
2 unconnected molecules or ions with the total composition C4H11OP. Source: OMol25; level of theory: wB97M-V/def2-TZVPD.

The multiplicity is 1. The molecular weight comes out at 106.1 g mol⁻¹. The frontier orbital gap (alpha / beta) comes out at 7.77 / 7.77 eV.

XYZ file:
```
17
C4H11OP | OMol25 | wB97M-V/def2-TZVPD
C 0.312 0.266 1.745
C 2.029 0.652 -0.160
C -2.367 0.246 -0.558
C 1.004 -0.260 0.442
O -1.091 -1.692 -1.998
P -0.805 -0.089 -1.584
H 0.326 1.285 1.935
H -0.709 -0.134 1.653
H 0.884 -0.430 2.514
H 3.025 0.741 0.486
H 1.543 1.626 -0.539
H 2.378 0.273 -1.054
H -2.857 0.943 -1.084
H -1.975 0.689 0.334
H -2.775 -0.682 -0.493
H 1.312 -1.243 0.262
H -0.234 -2.193 -1.899
```

***

The winner here is entry b, beating the second structure by 64.6 kJ/mol.

***

Entry a
C4H12N4 in the gas phase. Source: OMol25; level of theory: wB97M-V/def2-TZVPD.

The multiplicity is 1. The molecular weight comes out at 116.2 g mol⁻¹. The frontier orbital gap (alpha / beta) comes out at 7.63 / 9.08 eV.

XYZ file:
```
20
C4H12N4 | OMol25 | wB97M-V/def2-TZVPD
C -0.926 -0.082 -0.026
C 1.653 0.049 -0.225
C 0.343 -0.474 -0.839
C -0.899 -0.690 1.377
N 2.239 -0.682 0.793
N 1.768 1.406 -0.042
N -2.048 -0.667 -0.759
N -1.092 1.367 0.111
H 3.080 -0.198 1.101
H 1.894 1.899 -0.928
H 2.508 -0.659 -0.790
H -2.915 -0.451 -0.277
H -1.146 1.815 -0.799
H -2.115 -0.275 -1.693
H -0.309 1.780 0.612
H 0.240 -0.052 -1.844
H 0.407 -1.559 -0.927
H -0.065 -0.295 1.954
H -0.780 -1.770 1.315
H -1.836 -0.463 1.886
```

***

Entry b
C4H12N4 in the gas phase. Source: OMol25; level of theory: wB97M-V/def2-TZVPD.

The multiplicity is 1. As for the structure (SMILES): CC[C@H]1N(N)C1(N)N. The molecular weight comes out at 116.2 g mol⁻¹. The frontier orbital gap comes out at 8.57 eV.

XYZ file:
```
20
C4H12N4 | OMol25 | wB97M-V/def2-TZVPD
C -1.185 -1.005 0.279
C -2.308 -0.206 -0.371
N 1.107 -0.568 1.049
C 0.769 0.825 0.074
N 1.639 -1.531 0.148
N 0.815 0.663 -1.341
N 1.160 2.118 0.519
C -0.162 0.096 0.895
H 2.616 -1.273 -0.002
H 1.597 -2.429 0.623
H 0.685 -0.308 -1.603
H 1.718 0.951 -1.707
H 1.691 2.656 -0.160
H 0.383 2.732 0.734
H -0.497 0.563 1.815
H -0.708 -1.640 -0.466
H -1.545 -1.631 1.095
H -2.811 0.425 0.360
H -3.051 -0.883 -0.794
H -1.913 0.445 -1.148
```

***

The winner here is entry b, beating the second structure by 102.7 kJ/mol.